Formula: C60H168N10O29
Source: OMol25
Level of theory: the ωB97M-V functional and the def2-TZVPD basis

## Properties
Orbital gap (spin up / spin down)   7.394 / 2.809 eV
E_LUMO (spin up / spin down)   -2.5893 / -7.1748 eV
Molar mass   1494.0 g/mol
Net charge   +1
Spin multiplicity   2
Calculated total energy   -139193.9513 eV

Last column: Löwdin spin population.
Atoms and positions in Å:
1 O 3.167 -2.490 -0.586  0.001
2 H 2.275 -2.377 -0.260  0.000
3 H 3.683 -1.843 -0.105  0.000
4 O 2.589 -5.120 -1.309  0.000
5 H 2.729 -4.340 -0.773  0.000
6 H 2.052 -4.815 -2.041  0.000
7 O 0.348 -0.239 -1.559  0.071
8 H -0.066 -0.197 -0.697  0.004
9 H -0.298 0.143 -2.154  0.000
10 O -5.114 7.177 -0.739  0.000
11 H -4.902 6.560 -0.039  0.000
12 H -6.067 7.130 -0.820  0.000
13 O -0.177 6.831 -2.438  0.000
14 H -0.067 7.759 -2.230  0.000
15 H 0.692 6.452 -2.309  0.000
16 O -4.532 -1.551 -0.643  0.000
17 H -4.821 -2.021 0.140  0.000
18 H -5.197 -0.876 -0.776  0.000
19 O 0.073 -4.064 4.309  0.000
20 H 0.553 -3.822 5.101  0.000
21 H 0.536 -4.831 3.973  0.000
22 O -2.759 -2.555 4.113  0.004
23 H -3.107 -2.508 3.222  0.000
24 H -2.085 -3.233 4.072  0.000
25 O -5.336 4.438 0.830  0.000
26 H -5.632 3.607 1.200  0.000
27 H -4.479 4.241 0.453  0.000
28 C -5.228 1.045 2.231  0.000
29 O -6.364 1.856 1.789  0.000
30 C -7.715 1.335 1.883  0.000
31 C -7.976 0.224 0.875  0.000
32 N -7.881 0.647 -0.489  0.000
33 C -7.900 -0.429 -1.421  0.000
34 C -8.053 -0.055 -2.891  0.000
35 O -7.010 0.712 -3.562  0.000
36 C -5.735 0.053 -3.599  0.000
37 H -5.381 0.112 2.772  0.000
38 H -4.769 1.638 3.022  0.000
39 H -4.518 0.867 1.424  0.000
40 H -8.508 2.060 1.698  0.000
41 H -7.991 0.893 2.840  0.000
42 H -8.920 -0.275 1.091  0.000
43 H -7.224 -0.553 1.018  0.000
44 H -7.062 1.238 -0.521  0.000
45 H -8.764 -1.073 -1.255  0.000
46 H -7.015 -1.065 -1.400  0.000
47 H -8.926 0.593 -2.811  0.000
48 H -8.418 -0.907 -3.465  0.000
49 H -5.879 -0.849 -4.194  0.000
50 H -5.433 -0.243 -2.595  0.000
51 H -4.941 0.607 -4.100  0.000
52 C 0.899 1.886 4.697  0.000
53 O -0.412 2.044 4.208  0.007
54 C -0.895 3.376 4.017  0.000
55 C -2.416 3.212 4.147  0.001
56 N -3.067 2.907 5.456  0.000
57 C -2.886 1.454 5.866  0.000
58 C -4.208 1.078 6.571  0.000
59 O -4.050 -0.209 7.042  0.000
60 C -4.891 -0.672 8.112  0.000
61 H 0.974 1.663 5.762  0.000
62 H 1.467 2.792 4.485  0.000
63 H 1.302 1.015 4.179  0.000
64 H -0.596 3.811 3.063  0.000
65 H -0.569 4.139 4.725  0.000
66 H -2.853 2.542 3.407  0.001
67 H -2.829 4.191 3.904  0.000
68 H -2.481 3.429 6.092  0.000
69 H -1.919 1.275 6.336  0.000
70 H -2.948 0.898 4.930  0.000
71 H -5.017 1.005 5.844  0.000
72 H -4.639 1.569 7.444  0.000
73 H -5.233 -1.698 7.977  0.000
74 H -5.698 0.020 8.357  0.000
75 H -4.318 -0.612 9.037  0.000
76 C 1.536 4.629 0.386  0.000
77 O 2.676 4.084 -0.211  0.000
78 C 3.803 5.012 -0.608  0.000
79 C 3.634 5.598 -1.990  0.000
80 N 2.558 6.687 -2.128  0.000
81 C 2.668 7.403 -3.412  0.000
82 C 3.912 8.317 -3.485  0.000
83 O 4.363 8.843 -2.239  0.000
84 C 5.272 9.984 -2.392  0.000
85 H 1.852 5.427 1.058  0.000
86 H 0.981 3.927 1.008  0.000
87 H 0.873 5.034 -0.378  0.000
88 H 4.665 4.357 -0.736  0.000
89 H 4.081 5.739 0.155  0.000
90 H 3.410 4.821 -2.720  0.000
91 H 4.617 5.971 -2.277  0.000
92 H 2.819 7.311 -1.378  0.000
93 H 1.744 7.963 -3.558  0.000
94 H 2.592 6.688 -4.230  0.000
95 H 3.652 9.226 -4.027  0.000
96 H 4.800 7.884 -3.945  0.000
97 H 6.100 9.671 -3.027  0.000
98 H 5.825 10.165 -1.470  0.000
99 H 4.934 10.910 -2.858  0.000
100 C 3.818 0.960 -0.195  0.000
101 O 4.558 -0.072 0.438  0.000
102 C 4.862 0.374 1.798  0.000
103 C 5.597 -0.703 2.532  0.000
104 N 6.702 -1.242 1.690  0.000
105 C 7.654 -2.170 2.402  0.000
106 C 7.212 -3.608 2.843  0.000
107 O 8.181 -4.087 3.597  0.000
108 C 8.060 -5.288 4.339  0.000
109 H 3.785 0.694 -1.251  0.000
110 H 4.294 1.933 -0.070  0.000
111 H 2.857 1.004 0.318  0.000
112 H 3.936 0.447 2.367  0.000
113 H 5.348 1.349 1.757  0.000
114 H 4.883 -1.495 2.758  0.000
115 H 6.017 -0.400 3.491  0.000
116 H 6.247 -1.683 0.904  0.000
117 H 8.322 -1.760 3.159  0.000
118 H 8.470 -2.368 1.707  0.000
119 H 7.137 -4.228 1.949  0.000
120 H 6.302 -3.528 3.437  0.000
121 H 9.002 -5.650 4.749  0.000
122 H 7.696 -6.054 3.653  0.000
123 H 7.421 -5.048 5.188  0.000
124 C 5.603 -7.861 4.902  0.000
125 O 5.317 -6.611 4.384  0.000
126 C 4.667 -6.423 3.066  0.000
127 C 3.429 -5.600 3.008  0.000
128 N 2.275 -6.069 3.815  0.000
129 C 1.887 -7.518 3.582  0.000
130 C 1.598 -7.966 1.985  0.000
131 O 2.782 -8.459 1.454  0.000
132 C 2.635 -8.719 0.069  0.000
133 H 4.841 -8.630 4.774  0.000
134 H 5.898 -7.816 5.950  0.000
135 H 6.438 -8.262 4.326  0.000
136 H 4.424 -7.430 2.726  0.000
137 H 5.469 -6.009 2.456  0.000
138 H 3.101 -5.603 1.969  0.000
139 H 3.569 -4.544 3.241  0.000
140 H 2.476 -5.919 4.793  0.000
141 H 1.163 -7.868 4.319  0.000
142 H 2.775 -8.095 3.842  0.000
143 H 1.224 -7.182 1.327  0.000
144 H 0.919 -8.818 1.961  0.000
145 H 1.940 -9.551 -0.047  0.000
146 H 3.525 -9.207 -0.329  0.000
147 H 2.491 -7.838 -0.557  0.000
148 C -1.068 -6.356 -4.292  0.000
149 O -0.698 -7.661 -3.825  0.000
150 C -0.041 -7.666 -2.633  0.000
151 C -0.957 -7.789 -1.388  0.000
152 N -1.556 -9.095 -1.141  0.000
153 C -1.813 -9.488 0.279  0.000
154 C -2.685 -8.563 1.014  0.000
155 O -1.817 -7.618 1.625  0.000
156 C -2.492 -6.484 2.166  0.000
157 H -0.236 -5.746 -4.644  0.000
158 H -1.741 -5.715 -3.724  0.000
159 H -1.517 -6.799 -5.181  0.000
160 H 0.529 -6.741 -2.540  0.000
161 H 0.699 -8.436 -2.413  0.000
162 H -1.695 -6.987 -1.344  0.000
163 H -0.431 -7.445 -0.497  0.000
164 H -1.077 -9.823 -1.650  0.000
165 H -0.921 -9.783 0.830  0.000
166 H -2.351 -10.432 0.196  0.000
167 H -3.282 -9.043 1.790  0.000
168 H -3.269 -8.079 0.232  0.000
169 H -2.877 -5.914 1.319  0.000
170 H -1.831 -5.737 2.605  0.000
171 H -3.369 -6.759 2.753  0.000
172 C 0.334 -3.608 0.882  0.000
173 O 0.723 -2.236 0.736  0.013
174 C 0.269 -1.374 1.714  0.016
175 C -1.164 -0.975 1.507  0.057
176 N -1.427 0.021 0.479  0.549
177 C -0.998 1.317 0.701  0.119
178 C -1.544 2.418 -0.238  0.004
179 O -1.785 3.572 0.569  0.004
180 C -2.096 4.690 -0.261  0.001
181 H -0.733 -3.698 1.083  0.000
182 H 0.908 -4.113 1.659  0.000
183 H 0.508 -4.098 -0.076  0.000
184 H 0.835 -0.459 1.888  0.001
185 H 0.290 -1.946 2.641  0.000
186 H -1.669 -0.775 2.452  0.032
187 H -1.821 -1.819 1.299  0.001
188 H -2.340 -0.041 0.052  0.011
189 H 0.067 1.524 0.814  0.038
190 H -1.131 1.566 1.754  0.058
191 H -2.487 2.146 -0.713  0.000
192 H -0.709 2.549 -0.926  0.002
193 H -3.152 4.583 -0.508  0.000
194 H -1.551 4.832 -1.195  0.000
195 H -1.926 5.660 0.207  0.000
196 C 4.240 -2.765 -6.412  0.000
197 O 4.115 -1.608 -5.524  0.000
198 C 2.805 -1.090 -5.540  0.000
199 C 2.834 0.113 -4.553  0.000
200 N 1.517 0.617 -4.485  0.002
201 C 1.314 1.894 -3.914  0.000
202 C -0.120 2.399 -4.082  0.000
203 O -0.941 1.456 -3.397  0.000
204 C -2.300 1.775 -3.506  0.000
205 H 5.235 -3.200 -6.316  0.000
206 H 4.160 -2.393 -7.434  0.000
207 H 3.510 -3.561 -6.264  0.000
208 H 2.157 -1.921 -5.264  0.000
209 H 2.634 -0.843 -6.588  0.000
210 H 3.528 0.924 -4.776  0.000
211 H 3.148 -0.115 -3.534  0.000
212 H 0.846 -0.001 -4.051  0.000
213 H 2.002 2.539 -4.459  0.000
214 H 1.619 1.940 -2.868  0.000
215 H -0.353 2.499 -5.142  0.000
216 H -0.199 3.257 -3.415  0.000
217 H -2.839 0.980 -2.991  0.000
218 H -2.614 1.699 -4.547  0.000
219 H -2.405 2.736 -3.001  0.000
220 C -2.762 0.078 -7.718  0.000
221 O -3.750 -0.666 -8.366  0.000
222 C -3.782 -2.081 -8.121  0.000
223 C -4.277 -2.496 -6.675  0.000
224 N -3.499 -2.203 -5.464  0.000
225 C -2.228 -2.886 -5.531  0.000
226 C -1.013 -2.160 -4.902  0.000
227 O -0.108 -3.147 -4.381  0.000
228 C -0.013 -3.255 -2.969  0.000
229 H -1.769 -0.343 -7.872  0.000
230 H -3.064 0.210 -6.679  0.000
231 H -2.623 1.031 -8.229  0.000
232 H -2.750 -2.344 -8.354  0.000
233 H -4.423 -2.458 -8.918  0.000
234 H -4.547 -3.547 -6.567  0.000
235 H -5.262 -2.105 -6.423  0.000
236 H -3.911 -2.664 -4.665  0.000
237 H -2.013 -3.172 -6.560  0.000
238 H -2.330 -3.873 -5.081  0.000
239 H -1.320 -1.343 -4.250  0.000
240 H -0.504 -1.719 -5.759  0.000
241 H -0.852 -2.973 -2.333  0.000
242 H 0.745 -2.601 -2.537  0.000
243 H 0.224 -4.294 -2.740  0.000
244 C 0.781 8.428 5.168  0.000
245 O 1.713 7.739 4.311  0.000
246 C 1.092 6.733 3.480  0.000
247 C 0.305 7.342 2.302  0.000
248 N 1.249 8.157 1.547  0.000
249 C 0.712 8.897 0.441  0.000
250 C 1.721 9.980 -0.017  0.000
251 O 1.518 11.230 0.671  0.000
252 C 2.480 12.158 0.499  0.000
253 H 1.396 9.163 5.685  0.000
254 H 0.453 7.768 5.971  0.000
255 H -0.070 8.857 4.638  0.000
256 H 1.854 6.074 3.062  0.000
257 H 0.321 6.182 4.017  0.000
258 H -0.026 6.510 1.680  0.000
259 H -0.623 7.810 2.631  0.000
260 H 1.874 8.522 2.252  0.000
261 H 0.761 8.245 -0.432  0.000
262 H -0.356 9.098 0.524  0.000
263 H 2.725 9.599 0.171  0.000
264 H 1.600 10.159 -1.086  0.000
265 H 2.571 12.564 -0.508  0.000
266 H 3.457 11.877 0.890  0.000
267 H 2.191 12.978 1.156  0.000